Record 1
28
Properties=species:S:1:pos:R:3:forces:R:3:mulliken_charge:R:1 method="wB97M-V/def2-TZVPD" e_lumo_ha=0.0040 total_charge=0 smiles="CC1(C)CC=C2C1=C(I)c1ccccc12" multiplicity=1
C -0.84076 1.98819 2.44165 0.0 0.0 0.0 -0.628
C 0.29046 0.20255 -0.51586 0.0 0.3 0.0 0.346
H 1.38365 -2.48534 -1.71337 0.0 0.0 -0.1 0.359
H 2.71628 -0.58698 -2.82132 0.1 -0.1 -0.1 0.457
H -0.54178 -2.99686 -0.00098 -0.1 -0.1 0.2 0.532
H -0.61792 3.04336 2.37667 0.0 0.1 0.0 0.278
C -0.19878 -2.03618 -0.34498 0.0 0.4 0.2 -0.432
C -1.77311 0.11424 3.64808 -0.1 -0.1 0.1 -0.687
C -1.42920 -0.76223 2.62640 0.0 0.1 -0.1 -0.437
H -0.96566 0.12445 -2.92853 -0.1 0.0 0.0 0.409
C -0.29897 -0.86240 0.29103 0.1 -0.3 -0.3 -0.022
C -0.49481 1.12619 1.42112 -0.2 -0.2 0.3 1.695
I 0.81797 3.26848 -0.46030 -0.1 -0.5 0.1 0.030
C 2.33190 -0.13103 -1.91135 -0.2 0.0 0.0 -1.656
C 0.17438 1.36510 0.14810 0.4 0.3 -0.7 -1.818
C -1.48341 1.46660 3.55649 0.0 0.0 0.0 -0.539
C -0.79019 -0.25670 1.51300 -0.1 0.3 0.4 -0.278
C 0.82137 -0.35485 -1.80107 0.1 0.1 -0.2 1.985
H -1.76165 2.12648 4.36491 0.0 0.0 0.1 0.381
H 2.84476 -0.56558 -1.05549 0.1 0.0 0.1 0.409
H 0.46355 -0.17922 -3.92866 0.0 -0.1 -0.1 0.457
H -0.17185 -2.20368 -2.47792 0.0 0.0 -0.1 0.359
H 0.30833 1.33954 -3.04496 0.0 0.1 0.0 0.336
C 0.48204 -1.86956 -1.66867 0.1 0.0 -0.1 -1.084
H -1.65732 -1.81505 2.70298 0.0 -0.1 0.0 0.481
H 2.55451 0.93286 -1.94065 0.1 0.1 0.0 0.336
C 0.11006 0.27126 -3.00357 0.0 -0.1 0.1 -1.656
H -2.27385 -0.26362 4.52725 0.0 0.0 0.1 0.382

Record 2
19
Properties=species:S:1:pos:R:3:forces:R:3:mulliken_charge:R:1 method="wB97M-V/def2-TZVPD" e_lumo_ha=0.0074 total_charge=0 multiplicity=1
C 2.26922 -1.30813 1.04070 -0.1 0.0 -0.1 -0.905
H 1.38292 -2.95875 0.00796 0.0 0.1 -0.1 0.307
C 1.22856 -1.87713 0.07668 0.0 -0.1 0.1 -0.470
H 0.39006 1.69937 -2.59029 0.0 0.0 0.0 0.292
H -0.50879 0.85968 1.91561 0.1 -0.1 -0.1 0.293
H 2.23556 -1.83346 1.99406 0.0 -0.1 0.0 0.279
N -0.68950 1.64246 1.28816 -0.1 -0.1 0.1 -0.370
H 2.07714 -0.25640 1.26058 0.0 0.1 -0.1 0.252
H 3.27450 -1.38742 0.61696 0.1 0.0 0.1 0.318
H -1.55822 2.77211 -0.82924 -0.1 0.0 -0.1 0.238
S -0.50528 -1.57663 0.58280 0.1 0.0 0.1 -0.557
H 0.09313 0.39166 -0.10590 0.1 0.0 -0.2 -0.122
H -0.97199 0.54715 -2.51907 0.1 -0.1 0.0 0.324
H -1.24622 2.20645 -3.03996 0.0 0.1 0.0 0.315
C -0.66735 1.57867 -2.37024 -0.1 0.1 0.0 -0.852
H -1.45959 2.24217 1.54560 0.1 0.1 0.0 0.210
N -0.95770 1.98012 -0.99790 0.2 0.1 0.2 -0.148
H 1.39948 -1.47471 -0.93025 0.0 0.0 0.0 0.259
C -0.45403 1.33126 0.02484 -0.3 0.0 0.1 0.336

Record 3
113
Properties=species:S:1:pos:R:3:forces:R:3:mulliken_charge:R:1 method="wB97M-V/def2-TZVPD" e_lumo_ha=-0.1651 total_charge=0 multiplicity=1
O -1.02306 -7.16539 3.88253 2.0 1.7 -0.6 -0.548
H 6.05747 -1.50825 3.37686 -0.3 0.5 -0.1 0.312
C -2.19530 3.24955 -0.77024 -0.3 15.0 -3.9 -0.425
H -3.73789 -0.18690 -0.79188 0.6 2.4 -2.0 0.953
C -2.85482 5.36609 -2.18379 0.7 0.2 0.0 -0.546
H -4.77216 3.44310 2.13894 1.2 -3.0 0.9 0.272
O 0.96085 -7.52689 4.65799 -0.9 2.2 -1.8 -0.510
C -3.73988 -1.80901 2.31472 -2.6 -2.8 -3.2 -0.945
C 1.51642 3.54687 -4.59718 2.6 -1.3 0.4 -0.603
C -1.76575 4.30341 0.33974 0.1 -0.5 -2.8 0.195
O 2.30078 -1.12431 -3.99972 -6.7 -2.6 2.7 -0.340
C 1.55000 -2.67738 -2.40133 4.9 1.5 1.2 1.627
C 5.45482 1.10275 5.42918 2.8 -1.7 2.3 0.080
H 2.84990 -1.53631 -1.00356 3.8 1.6 -0.9 0.886
H -1.19309 3.89254 1.21253 -1.0 0.2 -0.9 0.212
H 0.39015 0.79728 -4.81912 0.0 -0.2 0.2 0.104
C -4.18580 2.40553 2.45326 1.3 5.8 1.3 -0.271
H 2.96959 -5.97394 3.99241 -2.7 2.0 -0.9 0.237
C 6.38938 -0.85541 4.19266 -2.7 -1.1 1.1 -0.944
C 2.87201 -3.41083 -2.85416 -3.7 -3.0 1.5 -1.645
C -0.04566 -0.80830 -3.42375 -0.7 -3.4 -1.9 1.683
H -3.22350 3.62476 5.44868 1.6 0.9 2.0 0.483
C -2.54989 3.81745 -2.09041 -0.5 2.2 3.9 0.002
H 0.30535 -0.79353 -5.62466 -1.0 0.7 1.2 0.406
C -0.13600 -0.16493 -4.77701 -1.5 0.9 -1.8 -1.206
H 0.71246 3.65071 -1.24568 0.1 -0.1 0.0 0.345
N -2.91970 2.94670 -3.22533 -1.8 -0.1 -0.6 1.119
C -0.17891 -4.22551 3.08205 4.1 -0.8 1.1 -0.597
O -5.79217 -3.28228 -2.11169 0.2 3.9 0.0 -0.591
H -3.12144 0.11158 1.80915 1.4 2.3 0.4 0.874
C -3.51129 -0.71759 1.36719 -3.0 -5.6 -1.9 -0.698
H -0.05408 -1.91626 2.46825 -0.9 -1.3 -0.1 0.180
C 2.84910 2.83289 -4.48384 -1.8 -0.4 2.6 0.021
C 1.25057 3.40505 -2.15705 5.6 -3.0 3.2 -0.505
C 1.75631 -2.72405 2.74533 3.3 -4.2 1.5 -0.597
O -3.05520 1.73092 -2.99474 0.8 1.7 -0.4 -0.465
H -2.54548 7.40890 -1.00077 -0.4 -2.1 -1.2 0.279
N 3.56648 2.44515 -5.75124 -1.8 -2.0 -2.1 0.860
O -5.00898 -1.24746 -2.57173 -0.7 1.5 -1.5 -0.565
H -2.11022 2.41246 -0.42989 0.9 -10.1 2.7 0.778
H 3.84691 -3.47759 3.51299 -1.2 -0.8 -0.7 0.355
H 2.88423 2.46895 -0.96490 1.0 -1.0 2.9 0.842
H 4.13233 1.70214 -3.14961 10.1 -6.7 0.3 1.101
C 0.41004 -2.90192 2.68441 -0.5 -2.8 1.3 0.227
H -0.10911 4.35575 -3.18044 -0.8 0.3 -1.2 0.541
N -3.35563 2.73442 3.74273 -2.1 -1.7 -4.2 0.170
H -3.47334 2.19658 1.67416 0.1 -0.2 -0.1 -0.414
C 4.93407 0.92269 3.10418 -3.2 4.8 3.0 -1.414
H 6.44678 -1.56501 5.07216 -0.9 1.4 -0.4 0.303
O 2.85742 2.61851 -6.79521 2.4 0.0 2.3 -0.546
H -4.77005 1.62245 2.72363 -2.2 -2.1 0.2 0.508
H -1.66606 3.71743 3.44959 1.4 1.2 -0.3 0.473
C 0.62080 -5.39553 3.58966 3.5 3.6 -1.8 -0.132
H 5.09235 2.12372 2.99820 -0.6 -2.6 0.7 0.293
H 2.11073 -2.86904 -0.22421 0.2 -0.2 -1.2 0.430
C -5.16983 -3.19686 0.49090 3.6 2.4 1.5 -0.611
H -5.71843 -4.06792 0.07837 0.3 0.8 0.6 0.415
C -0.88985 -2.89208 -2.04788 -1.2 -0.2 0.1 0.040
O -5.16151 3.26353 5.05890 2.6 -0.1 -0.8 -0.640
H 0.51462 -4.49459 -1.60337 0.9 1.8 -0.2 0.444
N 0.66238 1.03948 1.22269 2.4 -1.9 -2.2 0.629
C 2.15125 -5.15209 3.62025 1.5 1.6 -0.1 -0.151
N -5.34321 -2.08887 -1.81006 0.8 -6.0 -0.2 1.008
H -4.67012 -3.91291 2.59440 -0.5 -2.1 1.9 0.630
H 7.38960 -0.67648 4.04164 2.4 1.2 -0.6 0.399
H 0.37537 -4.08671 -3.08538 -0.8 -4.1 -7.7 0.759
H 1.23201 3.86378 -5.69220 0.4 -0.6 2.7 0.331
H -1.27846 0.12112 -4.94961 2.4 -0.8 0.2 0.277
C -3.96361 -0.83624 -0.05178 -2.4 -5.8 4.0 -0.049
C -2.47257 6.26127 -1.10646 1.2 -1.7 1.4 -0.512
C 2.00799 -2.07388 -1.00129 0.2 -5.4 -2.0 -2.339
H -3.48420 -1.74176 3.37494 0.2 0.2 -0.5 0.435
C -3.92531 3.22309 4.80555 -4.9 -0.1 0.5 -0.080
N 1.20125 -1.59991 -3.38328 7.9 3.7 -1.3 0.806
O 1.83235 0.44900 1.11905 -2.3 0.3 0.7 -0.600
H -1.19034 -4.35007 3.18358 -2.5 -0.1 -0.2 0.661
H -3.35676 5.85890 -3.18191 1.5 -1.7 2.7 0.250
H 5.15883 2.13692 5.34193 -0.8 0.4 -0.2 0.327
N 0.16051 -6.79778 4.02213 -0.9 -1.2 1.8 0.841
C 2.64042 2.64875 -1.92686 -2.9 1.2 -8.5 -1.029
H -2.04432 -1.21939 -3.15704 0.4 -1.7 0.1 0.187
N 5.53368 0.39849 4.28971 0.7 -1.7 -0.6 0.261
O -0.39172 0.31521 1.21922 1.1 1.5 0.5 -0.357
H 3.00008 -4.20616 -1.91079 0.1 1.8 -3.3 0.294
H 3.65345 -2.80235 -3.01389 2.9 2.3 0.6 0.516
C -0.10728 0.15066 -2.28314 4.2 -0.7 -0.1 -1.376
C 0.76401 3.76100 -3.33218 1.4 0.4 -3.8 0.353
C 0.49540 -3.58745 -2.30846 -5.0 -0.1 7.6 -1.838
C 2.80697 -3.79596 3.22833 -5.9 -1.1 0.4 -0.668
O -3.22881 3.49438 -4.30228 1.0 -1.1 1.9 -0.634
H 3.84577 0.72345 2.92421 0.6 0.2 0.8 0.474
O 4.59950 1.73714 -5.74548 -2.1 2.2 0.6 -0.541
C -1.20190 -1.98745 -3.25857 0.0 2.1 -0.1 -1.012
O 5.95021 0.67055 6.48727 -1.1 0.8 -1.3 -0.603
H -1.50829 2.23030 4.45806 0.2 0.6 -0.1 0.457
H -1.41431 -2.66201 -4.16777 0.7 1.4 1.1 0.298
C -1.95701 2.71844 3.57985 1.2 -2.4 -0.1 -0.729
C -1.79046 5.71098 0.14998 -4.6 -6.6 -7.9 -1.137
H -0.65708 -0.21029 -1.55270 -3.3 -1.7 3.4 0.241
H -1.64162 2.03327 2.72764 -0.4 1.2 0.9 -0.120
H -1.44430 6.23166 0.86158 2.5 4.4 5.0 0.828
H -1.80850 -3.60212 -2.06468 1.9 0.7 0.5 0.398
H -0.83582 -2.37225 -1.04519 -0.4 -0.4 -1.1 0.010
C -4.51087 -3.18146 1.91199 0.5 7.5 -6.3 -0.743
O 0.68052 2.26404 1.10131 -1.3 0.0 0.7 -0.605
C 3.40156 2.20844 -3.19160 -14.4 10.9 1.0 -1.128
H 0.81945 0.32566 -1.70279 0.2 -0.1 -0.9 -0.235
H 1.46547 -1.48027 -0.48899 -5.1 4.4 2.8 0.399
H -0.41035 1.05921 -2.59706 -1.2 2.9 -1.2 0.681
H 2.71220 -3.72061 -3.91026 -0.1 -1.1 0.9 0.456
H 2.04150 -1.78785 2.39333 1.2 1.6 -0.2 0.670
H 5.30074 0.65823 2.25176 3.1 -2.4 -4.8 0.503
C -4.81309 -2.06595 -0.50566 1.7 1.2 7.1 -0.180

Record 4
46
Properties=species:S:1:pos:R:3:forces:R:3:mulliken_charge:R:1 method="wB97M-V/def2-TZVPD" s_squared=8.778 e_lumo_ha="-0.0881 / -0.2146" total_charge=+1 multiplicity=6
H -0.42976 0.39902 3.66235 0.2 -0.2 -0.1 0.297
H 0.15339 -1.21773 4.07811 0.1 0.2 -0.1 0.462
H -2.19653 1.42026 1.43584 0.1 0.2 -0.4 0.372
H -1.67507 -2.20851 2.69881 0.1 0.1 -0.1 0.454
H -0.06189 2.23837 2.82154 0.1 0.1 -0.3 0.272
C -2.15212 -2.87722 -2.27206 0.9 -0.1 2.6 -0.549
Ir 1.71423 -0.00902 -0.91560 1.7 -1.3 -3.5 0.568
H 1.06930 -1.84172 -2.22450 -0.7 -0.3 -0.6 0.577
H 0.57057 -1.78207 1.73173 -0.1 0.1 0.1 0.476
C 1.25235 1.80453 1.10973 -0.1 -0.8 0.7 0.327
C 0.03658 -2.15717 -2.50816 -0.9 -0.7 -1.4 -0.170
C -0.56894 -2.17925 -3.80570 0.5 0.4 1.0 -0.989
C 0.45829 2.75079 2.00691 0.3 0.8 0.2 -1.554
C -1.92317 -2.59495 -3.65379 1.4 0.5 -0.9 -0.309
C -0.66879 1.10567 -1.74148 -1.6 0.4 -0.4 -1.174
H -0.65666 2.19814 -1.83545 0.0 -0.2 -0.1 0.362
H -0.06446 -1.83819 -4.70951 -0.3 -0.2 0.2 0.420
C -0.95378 -2.65515 -1.55823 -2.3 -0.3 -1.0 -0.389
P 0.30377 0.25333 0.67074 -2.2 0.2 0.7 -0.850
H -1.34594 0.67150 -2.49216 0.3 0.3 0.1 0.330
H -0.82530 -2.82901 -0.49543 0.1 0.0 -0.3 0.714
H -2.64353 -2.70232 -4.46938 0.3 0.1 0.4 0.444
P 3.72426 -0.60909 -0.35453 3.0 -0.9 1.4 -0.127
H 2.66835 3.04486 0.10319 -0.1 0.0 -0.3 0.442
H -1.79821 -1.90866 0.96063 -0.1 0.1 0.2 0.296
C -1.54848 -1.44903 1.91955 -0.1 0.0 0.0 -1.432
H 1.28148 -0.03228 3.39028 -0.1 0.0 0.1 0.382
H -3.11003 -3.21705 -1.83088 0.9 0.2 -0.4 0.398
C -0.10179 -0.94149 1.96067 0.0 -0.2 0.8 1.101
C 0.25279 -0.40248 3.35129 0.0 -0.2 0.3 -1.609
H 4.62846 0.46629 -0.07640 -0.1 -0.6 0.0 0.108
H -1.68849 -0.29341 -0.47798 0.3 0.2 0.1 0.360
H 1.17331 3.44684 2.46698 -0.2 0.0 -0.1 0.477
H 1.03077 3.13039 -0.62144 0.2 -0.3 -0.1 0.372
C -1.15795 0.66617 -0.35512 -0.4 0.2 0.6 0.870
H -1.75595 2.68838 0.23442 -0.2 -0.4 0.1 0.308
H 4.47787 -1.34883 -1.31232 -0.2 0.2 0.5 0.147
H -0.25576 3.34009 1.42507 0.1 -0.1 0.2 0.287
H -3.09334 1.56126 -0.08921 0.2 0.2 0.2 0.413
H 2.17013 1.75643 -1.00830 0.0 1.3 0.1 0.238
H 3.80311 -1.43080 0.80737 0.7 0.1 -0.3 0.096
C -2.09245 1.64864 0.36191 -0.6 0.0 -0.4 -1.729
H 2.11683 1.41648 1.67994 -0.4 0.2 -0.2 0.505
H -2.26589 -0.64623 2.12219 0.1 -0.2 0.0 0.241
H 0.36771 0.69767 -2.01216 -1.1 0.5 -0.5 0.159
C 1.78071 2.46659 -0.17945 0.2 0.4 0.6 -1.396

Record 5
41
Properties=species:S:1:pos:R:3:forces:R:3:mulliken_charge:R:1 method="wB97M-V/def2-TZVPD" e_lumo_ha=-0.0192 total_charge=0 smiles="COc1ccccc1C(=O)NNC(=O)CN1C(=O)c2ccccc2C1=O" multiplicity=1
C -0.28521 -1.17473 -5.57432 0.1 0.1 0.0 -0.607
C -1.01045 -1.69982 -4.51978 -0.2 -0.1 0.3 -0.613
O 1.32734 3.18818 3.34090 -0.1 0.0 0.1 -0.636
C 0.26386 0.39729 -1.65902 0.4 0.2 0.2 0.379
C -2.42191 -2.70446 -2.28255 -0.2 -0.2 0.0 -0.942
C 1.00318 -0.21095 2.71674 0.1 -0.1 0.0 0.339
N 1.67107 1.01309 2.68129 0.4 0.1 -0.2 0.035
C 2.96678 0.83572 0.58467 -0.2 0.2 0.0 0.559
C 2.96470 1.19168 2.07004 0.3 -0.1 0.0 -0.608
C 0.81899 0.33441 -4.08797 -0.1 -0.1 0.1 -0.279
H 1.51473 1.14195 -3.91655 0.1 0.1 0.0 0.504
C -2.43472 -0.20914 4.34925 0.0 -0.1 0.0 -0.480
C -0.28128 0.06887 3.39928 -0.4 0.5 0.3 0.362
O 3.93565 0.39997 0.00182 0.2 -0.1 -0.1 -0.684
H -2.80315 -2.89365 -1.28062 0.0 0.0 -0.1 0.223
C -1.40091 1.97856 4.37666 0.1 0.0 -0.1 -0.500
H -1.30602 -1.81061 3.43456 0.0 -0.1 0.0 0.500
N 1.56399 0.67887 -1.34259 0.6 0.0 0.3 -0.326
H 3.71159 0.55918 2.55909 -0.1 0.1 -0.2 0.296
H 0.93063 1.33815 0.42266 0.3 -0.1 0.0 0.302
H -0.44179 -1.56642 -6.56830 0.0 0.0 -0.1 0.380
O -0.62882 0.68789 -0.88559 -0.2 0.0 0.1 -0.666
C -1.33687 -0.76557 3.69962 0.1 0.1 -0.1 -0.503
N 1.80750 1.12162 -0.04381 -0.8 0.1 -0.2 -0.190
C -0.83327 -1.20979 -3.22794 0.2 0.1 -0.1 0.702
H 2.36805 0.24004 -1.77346 -0.1 0.0 0.1 0.408
O -1.46559 -1.68352 -2.13294 0.2 0.2 -0.1 -0.331
H -3.27792 -0.83638 4.59682 -0.1 0.0 0.0 0.400
C -2.46569 1.13605 4.68214 0.0 0.1 0.0 -0.472
H 1.19411 0.24611 -6.19214 0.0 0.0 -0.1 0.389
C 0.94808 2.04819 3.26794 0.1 0.2 0.0 0.564
H -3.24713 -2.39167 -2.92990 0.0 0.0 0.0 0.380
H 3.24322 2.24269 2.19716 0.0 -0.2 0.0 0.376
O 1.43453 -1.23732 2.26246 0.0 0.0 0.0 -0.621
H -1.97288 -3.62152 -2.67819 0.0 0.0 0.0 0.372
H -3.33211 1.53858 5.18509 -0.1 0.0 0.0 0.394
H -1.41939 3.02709 4.62933 0.0 0.1 0.0 0.496
H -1.71609 -2.49233 -4.71145 -0.1 -0.1 0.0 0.399
C 0.09439 -0.17324 -3.01710 -0.3 -0.2 -0.1 0.374
C -0.31341 1.42697 3.73252 -0.4 -0.6 0.1 0.138
C 0.63220 -0.16001 -5.36582 0.0 -0.1 -0.2 -0.816

Computed total energy, in the same sequence as the records: -838.96327; -667.24271; -3007.28232; -1337.29201; -1235.43613 a.u..